97
Properties=species:S:1:pos:R:3 method="wB97M-V/def2-TZVPD" homo_lumo_gap_ev=5.38 lumo_energy_ev=3.59 charge=-2 e_above_lowest_kj_mol=75.69 e_homo_ev=-1.8
Rb -0.252 0.839 0.002
N 4.443 2.366 2.359
C 3.968 1.686 1.225
S 4.328 2.352 -0.321
N 3.380 0.558 1.476
N 2.729 -0.062 0.458
C 3.199 -1.165 0.015
C 4.510 -1.747 0.421
C 5.678 -0.988 0.366
C 6.889 -1.551 0.739
C 6.952 -2.869 1.174
C 5.792 -3.629 1.234
C 4.580 -3.069 0.855
C 2.396 -1.897 -0.997
C 3.036 -2.621 -2.010
C 2.272 -3.273 -2.958
C 0.889 -3.191 -2.879
C 0.343 -2.453 -1.841
N 1.064 -1.831 -0.914
H 4.591 3.340 2.142
H 3.830 2.234 3.152
H 5.622 0.042 0.027
H 7.790 -0.951 0.696
H 7.901 -3.302 1.467
H 5.828 -4.655 1.579
H 3.671 -3.659 0.903
H 4.117 -2.651 -2.045
H 2.748 -3.827 -3.759
H 0.250 -3.678 -3.604
H -0.730 -2.359 -1.732
C 1.027 -0.234 6.222
C -0.013 -1.076 6.602
C -0.928 -1.503 5.655
C -0.794 -1.090 4.332
C 0.240 -0.243 3.950
C 1.149 0.182 4.903
N -1.787 -1.582 3.439
N -1.616 -1.271 2.252
C -2.649 -1.763 1.393
C -3.893 -2.180 1.862
C -4.813 -2.639 0.940
C -4.465 -2.662 -0.404
C -3.206 -2.207 -0.763
N -2.309 -1.763 0.114
H 1.740 0.108 6.963
H -0.110 -1.392 7.634
H -1.754 -2.153 5.917
H 0.309 0.084 2.927
H 1.940 0.854 4.603
H -4.108 -2.125 2.918
H -5.795 -2.962 1.262
H -5.156 -2.995 -1.167
H -2.912 -2.186 -1.809
O -1.283 4.247 -3.355
C -0.989 3.079 -3.075
O -1.090 2.473 -1.977
C -0.468 2.223 -4.265
P -0.184 0.460 -3.824
C -1.898 -0.236 -3.846
C -2.141 -1.502 -4.385
C -3.417 -2.052 -4.395
C -4.485 -1.344 -3.859
C -4.252 -0.102 -3.285
C -2.974 0.444 -3.265
C 0.393 -0.149 -5.476
C -0.371 -0.072 -6.642
C 0.132 -0.510 -7.855
C 1.420 -1.031 -7.930
C 2.195 -1.106 -6.785
C 1.681 -0.668 -5.568
H 0.501 2.624 -4.571
H -1.151 2.337 -5.111
H -1.325 -2.063 -4.826
H -3.573 -3.032 -4.830
H -5.485 -1.762 -3.877
H -5.069 0.458 -2.842
H -2.798 1.402 -2.789
H -1.378 0.328 -6.592
H -0.479 -0.442 -8.749
H 1.814 -1.372 -8.880
H 3.201 -1.504 -6.833
H 2.287 -0.728 -4.670
C -4.844 2.697 1.877
C -3.457 2.134 1.685
N -3.210 1.216 0.813
O -4.398 0.819 0.119
C -2.394 2.692 2.522
C -2.631 3.938 3.329
N -1.219 2.095 2.522
O -0.282 2.589 3.250
H -5.604 1.991 1.555
H -4.955 3.609 1.286
H -4.999 2.959 2.923
H -4.023 0.286 -0.589
H -3.255 4.660 2.798
H -1.655 4.380 3.527
H -3.100 3.738 4.301

30
Properties=species:S:1:pos:R:3 method="wB97M-V/def2-TZVPD" spin_multiplicity=2 homo_lumo_gap_ev="10.97 / 6.83" lumo_energy_ev="0.23 / -3.90" e_above_lowest_kj_mol=106.97 e_homo_ev="-10.7 / -10.7"
O -2.869 -1.089 -0.275
C -2.054 -1.450 -1.138
N -0.964 -0.752 -1.416
C 0.181 -1.140 -2.214
C 1.551 -0.325 -2.029
C 2.187 -0.746 -0.712
O 1.548 -0.248 0.418
H -2.312 -2.409 -1.635
H -0.797 0.889 -0.551
H 0.002 -1.081 -3.291
H 0.338 -2.255 -2.149
H 2.277 -0.564 -2.790
H 1.264 0.700 -2.007
H 2.283 -1.861 -0.543
H 3.224 -0.460 -0.659
H 2.227 -1.554 2.288
H 1.101 -1.601 3.362
O 1.869 -2.055 3.019
H 0.549 -0.200 0.468
H -0.098 2.284 -0.755
O -0.540 1.716 -0.128
H -3.103 1.419 -0.674
H -3.646 0.397 0.185
O -3.802 1.357 -0.011
H 0.128 2.738 1.507
H 1.571 2.103 1.237
O 1.045 2.895 1.335
H -0.617 1.687 2.723
H -1.675 0.593 3.067
O -0.870 1.011 3.370

15
Properties=species:S:1:pos:R:3 method="wB97M-V/def2-TZVPD" homo_lumo_gap_ev=10.58 lumo_energy_ev=0.99 e_above_lowest_kj_mol=125.90 e_homo_ev=-9.6 smiles="C[C@@]1(C(N)=O)CN1"
C -1.169 -1.185 0.437
C -0.217 -0.094 0.003
C 1.249 -0.566 -0.034
N 2.171 0.421 0.102
O 1.539 -1.745 -0.165
C -0.745 0.932 -0.943
N -0.362 1.322 0.402
H -2.194 -0.885 0.209
H -0.960 -2.117 -0.099
H -1.088 -1.392 1.506
H 1.855 1.331 0.403
H 3.147 0.170 0.169
H -0.173 1.333 -1.769
H -1.826 0.921 -1.102
H -1.227 1.554 0.881

24
Properties=species:S:1:pos:R:3 method="wB97M-V/def2-TZVPD" homo_lumo_gap_ev="8.02 / 6.57" lumo_energy_ev="-0.06 / -0.16" e_above_lowest_kj_mol=465.82 e_homo_ev="-8.1 / -6.7"
C 0.392 -2.790 0.876
C -0.876 -2.580 1.319
C 1.099 -1.738 0.236
C -1.471 -1.330 1.240
C 0.565 -0.483 0.156
C -0.857 -0.286 0.464
C 1.168 1.876 0.669
C 1.264 0.763 -0.082
C -1.474 0.994 0.224
C 2.530 0.743 -1.061
C -1.439 1.549 -1.165
O -2.487 1.425 1.028
H 0.753 -3.773 0.910
H -1.395 -3.367 1.861
H 2.079 -1.989 -0.185
H -2.482 -1.189 1.657
H 1.504 2.811 0.155
H 3.194 1.589 -0.945
H 2.054 1.007 -2.032
H 3.187 -0.128 -1.138
H -0.940 0.911 -1.836
H -0.780 2.447 -1.271
H -2.484 1.633 -1.440
H -3.102 1.905 0.359

8
Properties=species:S:1:pos:R:3 method="wB97M-V/def2-TZVPD" homo_lumo_gap_ev="8.10 / 8.09" lumo_energy_ev="-0.46 / -0.46" e_above_lowest_kj_mol=225.27 e_homo_ev="-8.6 / -8.6"
N 0.502 -0.511 1.369
N -0.565 1.269 -0.745
P 1.153 -0.434 -0.168
I -0.039 -2.346 -1.126
H -0.059 -1.358 1.504
H 0.089 0.417 1.619
H -0.059 2.149 -0.947
H -1.024 0.813 -1.506

174
Properties=species:S:1:pos:R:3 method="wB97M-V/def2-TZVPD" homo_lumo_gap_ev=6.99 lumo_energy_ev=-1.05 e_homo_ev=-8.0 smiles="C#Cc1cc(CCCSC(=S)N(c2ccccc2)c2ccccc2)c2ncc(CCCCCCCCCCOC)nc2c1.NC(N)=O.NC(N)=O.NC(N)=O.NC(N)=O.NC(N)=O.NC(N)=O.NC(N)=O.NC(N)=O.NC(N)=O.NC(N)=O.NC(N)=O"
C -3.683 -2.691 4.424
C -2.791 -2.918 3.648
C -1.581 -2.964 2.776
C -1.682 -3.198 1.356
C -0.549 -3.180 0.554
C -0.774 -3.374 -0.951
C -1.015 -1.964 -1.582
C 0.273 -1.104 -1.568
S 0.163 0.370 -2.605
C 1.505 0.307 -3.768
S 2.624 -0.903 -3.781
N 1.616 1.321 -4.764
C 0.996 0.933 -6.008
C 1.108 1.845 -7.090
C 0.554 1.575 -8.351
C -0.142 0.353 -8.529
C -0.259 -0.569 -7.473
C 0.295 -0.267 -6.211
C 1.082 2.597 -4.322
C 1.997 3.579 -3.896
C 1.545 4.858 -3.484
C 0.169 5.156 -3.500
C -0.773 4.186 -3.908
C -0.292 2.934 -4.323
C 0.774 -2.970 1.102
N 1.822 -2.965 0.225
C 2.959 -2.779 0.858
C 3.120 -2.600 2.285
C 4.533 -2.423 2.837
C 4.863 -0.961 3.278
C 3.619 -0.098 3.580
C 3.008 0.527 2.276
C 1.489 0.741 2.534
C 0.783 1.449 1.365
C -0.687 1.823 1.693
C -1.695 0.795 1.126
C -3.168 1.136 1.461
C -3.593 2.561 1.024
O -3.749 3.340 2.206
C -3.614 4.731 1.966
N 2.097 -2.612 3.128
C 0.886 -2.785 2.507
C -0.309 -2.771 3.312
H -4.412 -2.514 5.192
H -2.653 -3.377 0.892
H -1.666 -3.987 -1.148
H 0.080 -3.908 -1.385
H -1.386 -2.076 -2.611
H -1.786 -1.489 -0.951
H 1.116 -1.763 -1.821
H 0.457 -0.806 -0.523
H 1.633 2.789 -6.932
H 0.671 2.307 -9.147
H -0.580 0.166 -9.509
H -0.768 -1.525 -7.585
H 0.172 -0.979 -5.396
H 3.074 3.410 -3.888
H 2.252 5.627 -3.177
H -0.181 6.147 -3.201
H -1.847 4.348 -3.947
H -0.986 2.158 -4.658
H 3.865 -2.751 0.245
H 5.224 -2.671 2.013
H 4.738 -3.180 3.605
H 5.534 -0.442 2.578
H 5.440 -1.033 4.217
H 2.865 -0.594 4.203
H 3.968 0.763 4.178
H 3.181 -0.147 1.425
H 3.482 1.505 2.107
H 1.067 -0.255 2.752
H 1.413 1.312 3.475
H 0.822 0.801 0.474
H 1.319 2.386 1.154
H -0.868 1.944 2.771
H -0.924 2.788 1.214
H -1.493 -0.226 1.503
H -1.617 0.717 0.026
H -3.807 0.420 0.915
H -3.369 1.007 2.535
H -4.593 2.477 0.556
H -2.901 3.005 0.292
H -4.582 5.240 1.833
H -3.002 4.968 1.078
H -3.105 5.172 2.836
H -0.219 -2.611 4.393
N -6.817 -3.132 1.859
C -7.587 -2.003 1.928
N -6.937 -0.891 2.389
O -8.760 -1.990 1.604
H -5.850 -3.161 2.122
H -7.258 -3.968 1.524
H -7.469 -0.044 2.453
H -5.971 -0.882 2.660
N -2.405 5.175 5.801
C -3.087 6.359 5.773
N -3.468 6.835 6.995
O -3.339 6.949 4.734
H -2.190 4.676 6.643
H -2.110 4.793 4.922
H -3.971 7.702 7.011
H -3.273 6.368 7.860
N -2.797 -1.213 7.802
C -1.434 -1.284 7.642
N -1.021 -2.047 6.591
O -0.666 -0.706 8.389
H -3.450 -1.677 7.203
H -3.140 -0.660 8.565
H -0.027 -2.129 6.444
H -1.648 -2.528 5.974
N 3.674 -3.582 5.980
C 2.816 -3.735 7.029
N 3.174 -4.648 7.966
O 1.785 -3.087 7.114
H 4.528 -4.095 5.879
H 3.416 -2.913 5.276
H 2.544 -4.764 8.744
H 4.011 -5.197 7.925
N -1.118 7.317 0.060
C -0.580 8.118 -0.903
N 0.074 9.223 -0.440
O -0.678 7.865 -2.094
H -1.051 7.504 1.043
H -1.605 6.496 -0.248
H 0.480 9.834 -1.123
H 0.165 9.449 0.531
N -0.839 -6.540 9.739
C 0.048 -5.529 9.969
N -0.493 -4.282 10.027
O 1.247 -5.733 10.108
H -1.824 -6.399 9.620
H -0.471 -7.471 9.689
H 0.134 -3.514 10.187
H -1.469 -4.093 9.912
N -4.885 -6.577 3.849
C -3.762 -7.279 3.501
N -2.731 -6.514 3.037
O -3.691 -8.490 3.598
H -4.962 -5.580 3.778
H -5.665 -7.104 4.195
H -1.889 -6.992 2.774
H -2.759 -5.515 2.958
N 5.341 -1.524 -6.623
C 5.841 -0.871 -7.709
N 5.271 0.332 -7.972
O 6.741 -1.336 -8.401
H 4.607 -1.157 -6.047
H 5.738 -2.417 -6.401
H 5.611 0.834 -8.772
H 4.532 0.730 -7.422
N 5.993 -2.676 -10.900
C 5.148 -1.872 -11.602
N 4.643 -2.423 -12.753
O 4.854 -0.742 -11.244
H 6.239 -3.603 -11.188
H 6.386 -2.304 -10.044
H 4.017 -1.859 -13.295
H 4.866 -3.346 -13.071
N 2.331 7.922 -5.538
C 3.493 7.308 -5.913
N 4.470 8.146 -6.378
O 3.646 6.102 -5.839
H 2.181 8.910 -5.590
H 1.594 7.333 -5.192
H 5.335 7.727 -6.663
H 4.364 9.140 -6.448
N -3.474 -3.771 -5.372
C -2.654 -2.700 -5.155
N -3.285 -1.495 -5.048
O -1.442 -2.811 -5.064
H -4.470 -3.702 -5.451
H -3.040 -4.671 -5.457
H -2.707 -0.689 -4.890
H -4.277 -1.377 -5.120

16
Properties=species:S:1:pos:R:3 method="wB97M-V/def2-TZVPD" homo_lumo_gap_ev=10.62 lumo_energy_ev=-3.53 charge=+1 e_above_lowest_kj_mol=88.45 e_homo_ev=-14.2 smiles=CCc1c[nH]c[nH+]1
C -1.788 -1.886 -0.616
C -1.661 -0.527 0.130
C -0.270 0.005 0.061
C 0.461 0.431 -1.000
N 1.640 0.958 -0.508
C 1.566 1.027 0.818
N 0.450 0.401 1.180
H -2.665 -2.402 -0.228
H -0.899 -2.493 -0.490
H -2.017 -1.681 -1.659
H -2.285 0.173 -0.427
H -2.041 -0.547 1.148
H 0.247 0.429 -2.054
H 2.526 1.102 -0.976
H 2.218 1.630 1.429
H 0.322 0.077 2.129

7
Properties=species:S:1:pos:R:3 method="wB97M-V/def2-TZVPD" spin_multiplicity=3 homo_lumo_gap_ev="7.48 / 7.00" lumo_energy_ev="-1.70 / -3.90" e_above_lowest_kj_mol=414.09 e_homo_ev="-9.2 / -10.9"
N -0.540 0.594 -0.296
N 0.363 -0.471 1.105
O -0.422 -0.660 1.983
O 1.512 -0.705 0.979
O 0.191 0.969 -1.162
F 0.427 -0.254 -2.373
H -1.530 0.527 -0.236